# 1
Computed, not measured: a molecular structure, C40H46CrI2N4O6P2Si2 in a non-equilibrium geometry, with ωB97M-V/def2-TZVPD.

The geometry in ORCA input format:
```
! RIJCOSX wB97M-V def2-TZVPD def2/J DEFGRID3
* xyz -2 5
O 0.936 -4.146 -0.293
H 3.897 2.491 -3.183
C 0.041 -0.049 1.176
C -4.918 0.045 -3.426
O -4.227 1.615 0.532
Si -3.942 1.424 -2.542
C 4.199 0.290 2.263
H -0.817 2.304 -0.770
H -1.701 -6.309 -6.562
H -2.145 -2.371 -1.570
N 2.094 0.305 -0.516
H -4.246 -0.699 -3.838
C -5.179 2.791 -2.049
I 0.304 -0.573 -3.571
C -1.746 -3.069 -2.296
H 6.140 0.634 3.088
H 3.173 0.959 -3.627
H 0.985 -1.903 3.038
C -1.914 -4.214 -4.353
H -5.760 3.085 -2.918
H 4.518 -0.536 1.643
C -0.642 -4.752 -4.161
O 0.361 -2.014 -0.561
H -0.421 3.713 1.202
H 1.428 2.052 3.007
C 3.355 2.389 3.858
H 2.166 2.257 -3.049
H 4.225 2.539 0.859
H -2.241 3.110 -3.339
C -0.192 4.805 3.033
H 0.047 5.740 2.543
C -2.701 2.218 -3.767
C -3.213 -2.059 3.392
H -1.427 -1.794 2.210
P -1.108 1.048 1.788
H -0.081 5.630 5.016
C -4.329 -0.032 4.041
H 3.626 -2.025 -0.302
C 3.641 -3.764 0.962
H -4.687 3.680 -1.670
Cr -0.039 -0.108 -1.039
C -0.451 3.678 2.283
C 2.277 -1.829 1.343
C 3.128 1.773 -2.912
C 2.130 -3.712 2.825
C 3.878 2.755 -0.145
C 0.340 -3.248 -0.882
H 1.069 -4.889 -2.870
O -1.957 0.015 -1.553
N -1.934 1.729 0.596
C 3.233 -2.496 0.590
H 5.779 0.758 -1.883
H -0.945 -4.725 -7.003
C 3.089 -4.375 2.076
C -4.247 -1.416 4.055
C -2.297 0.069 2.772
H -3.426 1.789 3.353
H 3.014 3.205 4.483
C -0.778 2.397 4.285
H 5.557 -0.009 -0.320
C 2.864 0.694 2.215
C -0.249 4.742 4.418
H 3.389 -5.377 2.354
H 3.030 3.428 -0.047
C -0.523 3.530 5.036
H -3.487 -2.985 -3.573
H 4.374 -4.291 0.365
C 5.087 0.179 -1.279
C -2.242 -1.317 2.744
C 0.089 -4.475 -3.037
H -1.913 1.513 -4.021
H -5.604 -0.459 -2.750
H -0.551 3.476 6.118
H -5.865 2.461 -1.280
N -3.046 0.795 -1.193
H 0.796 2.536 -1.138
H -0.313 2.413 -2.366
H 5.397 2.514 4.517
C 5.101 0.942 3.078
P 1.741 -0.111 1.012
C -3.361 0.710 3.393
C -0.480 -3.604 -2.104
H 4.943 -0.775 -1.777
N -0.061 2.074 -1.438
H 1.677 -4.192 3.683
O -0.326 -5.569 -5.228
H 4.672 3.295 -0.655
H -4.989 -1.996 4.589
I 0.732 -0.974 -6.742
Si 3.445 1.157 -1.129
H -5.496 0.459 -4.248
C -2.496 -3.384 -3.426
H -0.985 1.451 4.770
C -3.124 1.364 0.067
C -0.765 2.468 2.896
H -5.157 0.470 4.524
C 4.687 2.000 3.880
O -2.418 -4.670 -5.555
H -3.176 2.510 -4.699
H -3.164 -3.140 3.368
C 1.734 -2.440 2.466
C -1.343 -5.342 -6.175
C 2.459 1.743 3.029
*
```

Calculated values
ΔE to the lowest compared entry with this formula, charge and spin   2.367 eV
HOMO-LUMO gap (alpha / beta)   6.2 / 5.0 eV
HOMO level (alpha / beta)   -0.081 / -0.086 Ha
E_LUMO (alpha / beta)   0.14780 / 0.09574 Eh
Strongest force on any atom   0.0381 hartree/bohr

# 2
Computed, not measured: C5H10N2 in the gas phase in a non-equilibrium geometry, with ωB97M-V/def2-TZVPD.

The geometry in ORCA input format:
```
! RIJCOSX wB97M-V def2-TZVPD def2/J DEFGRID3
* xyz 0 1
H 1.795 1.578 -1.308
C -1.900 -0.178 -0.240
H 2.316 -0.932 -0.284
H -0.012 -2.120 -1.087
H -2.575 -1.114 -0.321
C 0.086 -1.641 -0.196
N -2.467 0.881 0.307
H 0.688 2.589 -0.252
H -3.367 0.804 0.275
C 1.276 1.695 -0.277
H 1.996 1.879 0.570
C 0.433 0.423 0.095
H 1.887 -1.013 1.334
H -0.674 -2.211 0.497
H -0.277 0.461 1.103
C 1.325 -0.877 0.397
N -0.532 -0.225 -0.615
*
```

Calculated values
ΔE to the lowest compared entry with this formula, charge and spin   4.200 eV
HOMO-LUMO gap   10.0 eV
SMILES   [H]/N=C/N1CC[C@H]1C
HOMO level   -0.328 Ha
E_LUMO   0.03979 Eh
Strongest force on any atom   0.1769 hartree/bohr

# 3
Computed, not measured: 2 unconnected molecules or ions with the total composition C2H2N2O4 in a non-equilibrium geometry, with ωB97M-V/def2-TZVPD.

The geometry in ORCA input format:
```
! RIJCOSX wB97M-V def2-TZVPD def2/J DEFGRID3
* xyz 0 1
C -4.200 1.420 -0.018
O -2.504 -2.410 0.205
H -0.505 0.386 -0.351
H 1.187 0.026 -0.085
N -1.881 -1.438 -0.069
O -2.266 -0.370 -0.482
O -5.080 0.851 -0.473
O -3.340 2.011 0.452
N 0.231 -0.306 -0.111
C -0.079 -1.515 0.128
*
```

Calculated values
ΔE to the lowest compared entry with this formula, charge and spin   2.849 eV
HOMO-LUMO gap   9.9 eV
HOMO level   -0.364 Ha
E_LUMO   -0.00183 Eh
Strongest force on any atom   0.0629 hartree/bohr

# 4
Computed, not measured: C4H5NO2S in the gas phase in a non-equilibrium geometry, with ωB97M-V/def2-TZVPD.

The geometry in ORCA input format:
```
! RIJCOSX wB97M-V def2-TZVPD def2/J DEFGRID3
* xyz 0 1
H 2.037 -1.450 -0.546
C 1.051 0.482 0.109
C 0.038 1.516 -0.194
H 0.225 -1.173 -1.119
O 0.320 2.535 -0.777
C -2.259 -0.283 -0.021
S -1.622 1.324 0.505
O -1.906 -1.040 -0.886
H -3.113 -0.535 0.621
H 1.425 -0.752 1.624
N 0.663 -0.628 0.963
H 2.058 0.917 0.134
C 1.081 -0.912 -0.413
*
```

Calculated values
ΔE to the lowest compared entry with this formula, charge and spin   2.787 eV
HOMO-LUMO gap   10.0 eV
SMILES   O=CSC(=O)[C@@H]1CN1
HOMO level   -0.360 Ha
E_LUMO   0.00641 Eh
Strongest force on any atom   0.0376 hartree/bohr

# 5
Computed, not measured: a molecular structure, C31H71FNbO8 in a non-equilibrium geometry, with ωB97M-V/def2-TZVPD.

The geometry in ORCA input format:
```
! RIJCOSX wB97M-V def2-TZVPD def2/J DEFGRID3
* xyz -1 1
C -5.084 8.484 6.100
H -1.061 -3.974 -1.436
C 1.108 1.684 1.930
C 0.573 -4.277 -0.040
H -6.523 6.584 5.139
H 2.356 -4.290 -5.287
C -1.601 1.170 -6.243
C -4.771 3.940 2.740
H 3.690 -1.176 -7.936
C -2.250 0.407 -5.099
H 3.892 2.104 -2.447
H -5.954 8.310 6.742
H -0.010 -4.888 0.656
H 2.083 1.159 2.251
H -1.265 2.149 -5.888
H -3.846 7.420 4.699
H -1.543 0.274 -4.275
H 2.064 -5.810 -0.365
C -3.012 0.675 -0.119
H 0.209 -1.176 1.658
H -0.731 -0.405 -7.007
C 6.041 0.645 1.657
H -0.980 -0.287 -0.640
C 2.382 -3.949 -6.326
H -0.933 -2.730 -0.173
H 6.105 0.433 3.797
H -3.586 5.430 1.275
H 2.148 -1.956 -8.249
H 0.205 -2.728 -1.511
H -0.167 3.479 2.660
C -0.856 -5.740 3.935
C 5.683 -0.095 2.937
H -4.031 5.198 5.803
H -4.846 0.190 2.248
H -1.245 -7.837 4.338
H 1.693 3.727 2.880
O -1.102 -4.487 4.566
H 0.736 0.380 -3.602
O 1.452 -3.471 0.737
C -4.619 1.291 2.088
H -5.368 9.264 5.388
H 7.287 -1.552 2.806
H 3.658 -2.850 -8.530
H -2.260 -0.684 2.498
H -4.264 8.857 6.718
H 4.150 -2.752 -6.067
H -1.382 -5.729 2.976
O 2.489 -0.032 -1.651
H -5.809 2.164 3.901
H -3.454 1.906 -7.097
C -3.876 4.363 1.537
H 5.753 -2.087 2.085
H -1.634 1.756 2.786
H 7.124 0.684 1.513
H 1.833 1.276 -4.675
C 4.054 1.182 -3.016
H 1.377 1.932 -3.087
C -1.399 0.565 0.024
H -3.130 0.933 -4.721
H -1.004 1.541 -0.463
H 4.894 0.664 -2.545
C -5.160 2.446 3.009
C -4.303 6.109 6.342
C -2.565 1.351 -7.405
H 3.885 -0.569 2.343
O -5.774 6.771 4.557
H 1.342 -3.838 -6.648
H 2.856 -4.723 -6.936
H 2.310 0.790 -1.170
H -3.459 6.411 6.968
Nb -0.731 0.301 2.188
C 1.389 -5.181 -0.952
H 1.972 -2.926 0.130
H -2.879 0.382 -7.806
C -3.339 3.231 0.630
H 1.189 -5.869 4.643
C 6.199 -1.525 2.913
C -0.361 -3.382 -0.839
O -3.684 0.038 -0.974
H -5.145 4.763 3.431
H 3.009 -0.625 -3.531
O 4.269 -0.104 3.099
C -4.686 7.212 5.368
H -0.642 -4.485 5.416
H -5.146 5.853 6.993
C 0.637 -5.901 3.697
H -2.082 1.891 -8.224
H 5.925 -2.048 3.833
H 5.589 0.158 0.786
C 1.625 1.016 -3.633
F 1.257 2.205 0.569
H 4.336 1.448 -4.039
C -1.404 -6.861 4.805
C 3.129 -2.629 -6.437
C 0.831 2.961 2.905
H 1.588 -1.538 -5.931
C -3.702 1.725 0.907
C 3.161 -2.131 -7.873
O 2.494 -1.656 -5.612
H 0.707 2.533 3.968
H -2.655 3.514 -0.239
H 1.019 -5.083 3.080
H -0.238 -0.135 3.907
H 5.654 1.667 1.684
H 2.016 -4.589 -1.628
H -2.553 -0.595 -5.420
H -2.475 -6.725 4.977
H 0.858 -6.849 3.197
O -0.445 0.462 -6.691
C 2.810 0.308 -2.998
H 0.742 -5.826 -1.552
H -0.923 -6.862 5.789
*
```

Calculated values
HOMO-LUMO gap   6.9 eV
HOMO level   -0.174 Ha
E_LUMO   0.07874 Eh
Strongest force on any atom   0.0934 hartree/bohr

# 6
Computed, not measured: a molecular structure, C13H11BCoF4I2N2O in a non-equilibrium geometry, with ωB97M-V/def2-TZVPD.

The geometry in ORCA input format:
```
! RIJCOSX wB97M-V def2-TZVPD def2/J DEFGRID3
* xyz 0 4
C 14.349 7.142 7.545
N 12.971 5.267 7.502
H 16.154 6.885 8.597
H 5.564 5.193 9.224
C 12.212 7.172 6.104
B 11.174 4.313 4.146
H 7.505 8.507 7.151
H 10.367 6.786 5.505
H 12.549 6.825 5.181
I 7.541 3.057 9.662
Co 11.086 4.726 6.999
H 15.773 4.482 9.114
H 14.602 8.135 7.339
F 10.780 5.579 3.667
I 4.655 7.924 8.071
C 7.600 4.902 8.765
C 7.571 7.452 7.612
H 12.391 8.258 6.188
F 11.298 3.352 3.158
C 10.133 7.459 7.407
C 8.855 6.814 7.786
H 9.868 8.448 7.009
H 10.779 7.736 8.251
C 15.064 5.105 8.622
C 13.874 4.527 8.159
C 13.189 6.497 7.111
C 15.261 6.441 8.304
F 10.215 3.896 5.232
F 12.384 4.460 4.895
H 13.710 3.483 8.291
O 10.057 4.886 8.546
N 10.832 6.744 6.343
C 6.427 6.862 8.126
C 8.852 5.475 8.381
C 6.427 5.617 8.742
*
```

Calculated values
HOMO-LUMO gap (alpha / beta)   7.7 / 7.5 eV
HOMO level (alpha / beta)   -0.295 / -0.298 Ha
E_LUMO (alpha / beta)   -0.01215 / -0.02228 Eh
Strongest force on any atom   0.0664 hartree/bohr

| no. | calculated total energy (eV) |
| --- | --- |
| 1 | -139434.228 |
| 2 | -8323.133 |
| 3 | -13272.327 |
| 4 | -20647.392 |
| 5 | -53935.207 |
| 6 | -84068.616 |